Entry 1:
The following is a DFT calculation (wB97M-V/def2-TZVPD) of a cluster of 3 separate species, C26H55N2O4P2S in total at a distorted geometry.

**E**: -2514.4129 a.u.
**Largest force on an atom**: 8.82 eV/Å
**LUMO energy (alpha / beta)**: -0.1424 / -0.1424 Ha
**Kohn-Sham gap (alpha / beta)**: 7.11 / 7.72 eV
**E_HOMO (alpha / beta)**: -10.98 / -11.60 eV
**Expectation value of S²**: 2.0098
**Energy above the lowest of the compared OMol25 structures with the same formula, charge and spin**: 610.0 kJ/mol

The geometry in ORCA input format:
```
! RIJCOSX wB97M-V def2-TZVPD def2/J DEFGRID3
* xyz 1 3
C 4.65 -2.18 5.40
C 4.08 -0.98 4.43
O 3.11 -0.17 4.95
O 4.48 -0.70 3.05
C 4.46 -1.90 2.20
C 3.00 -2.25 1.53
C 1.87 -2.81 2.60
C 0.72 -3.76 1.93
C -0.34 -4.17 3.14
C -1.92 -4.01 2.70
P -2.49 -2.28 3.26
P -1.40 -0.61 2.38
S -0.66 0.56 3.75
H 4.44 -3.20 4.82
H 3.96 -2.19 6.37
H 5.79 -2.13 5.63
H 4.89 -2.87 2.70
H 5.19 -1.67 1.28
H 2.55 -1.37 0.87
H 3.19 -3.15 0.77
H 1.38 -1.84 3.09
H 2.36 -3.39 3.51
H 1.16 -4.71 1.38
H 0.10 -3.17 1.11
H -0.15 -3.40 4.02
H -0.07 -5.25 3.57
H -2.54 -4.82 3.30
H -2.09 -4.24 1.57
H -2.31 -2.21 4.71
H -3.91 -2.15 2.97
H -0.26 -1.04 1.55
H -2.34 0.09 1.49
C -5.77 5.04 -1.44
C -5.74 3.59 -0.90
C -7.00 3.34 -0.03
C -6.93 4.01 1.34
C -5.65 3.63 2.07
C -4.37 3.88 1.24
N -4.46 3.33 -0.16
O -4.29 1.94 -0.08
C -4.06 5.40 1.19
C -3.14 3.30 2.03
C -5.87 2.73 -2.20
H -4.81 5.30 -1.91
H -6.54 5.17 -2.20
H -6.00 5.79 -0.68
H -7.14 2.26 0.13
H -7.90 3.69 -0.55
H -7.00 5.10 1.24
H -7.80 3.71 1.94
H -5.60 4.18 3.02
H -5.71 2.57 2.35
H -3.27 5.63 0.47
H -3.72 5.77 2.17
H -4.93 6.02 0.95
H -3.25 2.23 2.25
H -3.03 3.80 3.00
H -2.21 3.45 1.48
H -5.00 2.86 -2.85
H -6.76 3.01 -2.78
H -5.98 1.65 -1.99
C 2.97 0.35 -4.82
C 3.31 -0.04 -3.36
C 4.80 0.28 -3.06
C 5.76 -0.71 -3.70
C 5.40 -2.15 -3.33
C 3.92 -2.51 -3.63
N 2.96 -1.48 -3.11
O 2.86 -1.66 -1.72
C 3.73 -2.69 -5.16
C 3.64 -3.94 -3.06
C 2.42 0.95 -2.52
H 1.99 -0.02 -5.12
H 2.96 1.44 -4.95
H 3.71 0.00 -5.55
H 4.97 0.27 -1.97
H 5.04 1.29 -3.40
H 5.77 -0.59 -4.79
H 6.78 -0.49 -3.37
H 6.07 -2.83 -3.86
H 5.61 -2.29 -2.26
H 2.67 -2.77 -5.42
H 4.22 -3.61 -5.51
H 4.17 -1.89 -5.76
H 3.84 -4.01 -1.99
H 4.29 -4.68 -3.54
H 2.60 -4.24 -3.25
H 1.35 0.76 -2.69
H 2.62 1.99 -2.80
H 2.61 0.88 -1.44
*
```

***

Entry 2:
The following is a DFT calculation (wB97M-V/def2-TZVPD) of a cluster of 2 separate species, C6H13NO in total at a distorted geometry.

**Structure (SMILES)**: C=CC(=C)CCN.O
**E**: -366.3502 a.u.
**Largest force on an atom**: 1.17 eV/Å
**LUMO energy**: 0.0304 Ha
**Kohn-Sham gap**: 9.55 eV
**E_HOMO**: -8.73 eV
**Energy above the lowest of the compared OMol25 structures with the same formula, charge and spin**: 219.8 kJ/mol

The geometry in ORCA input format:
```
! RIJCOSX wB97M-V def2-TZVPD def2/J DEFGRID3
* xyz 0 1
C 1.55 0.79 1.39
C 1.52 -0.39 0.78
C 1.23 -0.57 -0.67
C 1.96 0.06 -1.58
C 0.11 -1.53 -0.94
C -1.25 -0.95 -0.49
N -1.53 0.38 -0.98
H 1.65 0.85 2.46
H 1.30 1.70 0.84
H 1.87 -1.30 1.26
H 1.73 0.00 -2.63
H 2.84 0.67 -1.44
H 0.07 -1.89 -1.96
H 0.34 -2.36 -0.26
H -2.05 -1.60 -0.86
H -1.30 -0.95 0.60
H -1.24 0.60 -1.92
H -1.23 1.11 -0.35
O -2.14 1.77 2.17
H -2.70 2.54 2.04
H -2.72 1.08 2.53
*
```

***

Entry 3:
The following is a DFT calculation (wB97M-V/def2-TZVPD) of a cluster of 2 separate species, C4H13N4 in total at a distorted geometry.

**E**: -379.0143 a.u.
**Largest force on an atom**: 1.26 eV/Å
**LUMO energy**: -0.1082 Ha
**Kohn-Sham gap**: 10.53 eV
**E_HOMO**: -13.47 eV
**Energy above the lowest of the compared OMol25 structures with the same formula, charge and spin**: 56.4 kJ/mol

The geometry in ORCA input format:
```
! RIJCOSX wB97M-V def2-TZVPD def2/J DEFGRID3
* xyz 1 1
C -0.19 2.57 0.90
C -0.87 2.03 -0.31
C -1.96 2.53 -0.87
N -0.17 0.91 -0.93
H -0.82 3.31 1.38
H 0.02 1.78 1.62
H 0.76 3.04 0.61
H -2.53 2.07 -1.68
H -2.54 3.27 -0.34
H -0.12 -0.03 -0.36
H 0.80 1.20 -1.13
H -0.57 0.65 -1.83
N 0.60 -3.62 0.73
C 0.79 -2.35 0.28
N 2.01 -2.09 -0.27
N -0.13 -1.42 0.36
H -0.17 -3.75 1.38
H 1.44 -4.09 1.06
H 2.50 -2.92 -0.57
H 2.06 -1.31 -0.90
H -0.92 -1.79 0.88
*
```

***

Entry 4:
The following is a DFT calculation (wB97M-V/def2-TZVPD) of an isolated molecule of C2H5ClFN at a distorted geometry.

**Structure (SMILES)**: NC[C@@H](F)Cl
**E**: -693.9095 a.u.
**Largest force on an atom**: 6.94 eV/Å
**LUMO energy**: 0.0264 Ha
**Kohn-Sham gap**: 11.08 eV
**E_HOMO**: -10.36 eV
**Energy above the lowest of the compared OMol25 structures with the same formula, charge and spin**: 263.7 kJ/mol

The geometry in ORCA input format:
```
! RIJCOSX wB97M-V def2-TZVPD def2/J DEFGRID3
* xyz 0 1
N 1.70 -0.05 -0.47
C 0.22 -0.59 -0.15
C -0.98 0.41 0.16
F -1.15 1.58 -0.30
Cl -2.34 -0.38 -0.31
H 2.15 -0.14 0.43
H 1.40 1.15 -0.29
H -0.22 -0.95 -1.06
H 0.32 -1.43 0.73
H -1.11 0.40 1.25
*
```

***

Entry 5:
The following is a DFT calculation (wB97M-V/def2-TZVPD) of a structure of composition C5H11N3 at a distorted geometry.

**E**: -361.1848 a.u.
**Largest force on an atom**: 2.90 eV/Å
**LUMO energy (alpha / beta)**: 0.0042 / 0.0042 Ha
**Kohn-Sham gap (alpha / beta)**: 7.41 / 7.41 eV
**E_HOMO (alpha / beta)**: -7.29 / -7.29 eV
**Energy above the lowest of the compared OMol25 structures with the same formula, charge and spin**: 537.0 kJ/mol

The geometry in ORCA input format:
```
! RIJCOSX wB97M-V def2-TZVPD def2/J DEFGRID3
* xyz 0 1
C 0.47 -0.29 -2.09
C 0.59 1.56 -0.47
N 0.10 0.21 -0.77
N -1.59 0.11 -0.12
C -1.04 -0.34 1.07
C 0.35 -0.88 0.60
C -1.36 -0.04 2.32
N 1.48 -0.73 1.29
H -1.92 -0.68 -0.69
H 1.89 -1.63 1.52
H 0.17 -1.85 0.11
H 1.50 -0.06 -2.36
H -0.19 0.15 -2.85
H 0.37 -1.38 -2.13
H -0.06 2.30 -0.94
H 1.62 1.70 -0.78
H 0.59 1.74 0.60
H -2.27 0.48 2.58
H -0.70 -0.37 3.12
*
```

***

Entry 6:
The following is a DFT calculation (wB97M-V/def2-TZVPD) of a cluster of 9 separate species, C31H72O19S5 in total at a distorted geometry.

**Structure (SMILES)**: CCOS(C)(=O)=O.CCOS(C)(=O)=O.CCOS(C)(=O)=O.CCOS(C)(=O)=O.CCOS(C)(=O)=O.C1CCOC1.C1CCOC1.C1CCOC1.C1CCOC1
**E**: -4644.5440 a.u.
**Largest force on an atom**: 4.29 eV/Å
**LUMO energy**: 0.0040 Ha
**Kohn-Sham gap**: 9.62 eV
**E_HOMO**: -9.51 eV
**Energy above the lowest of the compared OMol25 structures with the same formula, charge and spin**: 0.0 kJ/mol

The geometry in ORCA input format:
```
! RIJCOSX wB97M-V def2-TZVPD def2/J DEFGRID3
* xyz 0 1
C -3.75 -4.76 7.39
C -2.35 -4.49 6.84
O -2.31 -4.64 5.40
S -0.96 -4.15 4.58
C -1.73 -2.86 3.48
O -0.08 -3.49 5.55
O -0.38 -5.13 3.70
H -4.06 -5.72 6.99
H -4.41 -3.99 6.98
H -3.93 -4.93 8.45
H -2.05 -3.48 7.10
H -1.65 -5.25 7.20
H -1.97 -3.17 2.46
H -1.01 -2.05 3.44
H -2.66 -2.50 3.92
C -2.93 5.90 -4.95
C -2.97 4.88 -3.75
O -2.50 5.42 -2.53
S -1.91 4.33 -1.31
C -3.40 3.30 -0.87
O -0.94 3.46 -1.92
O -1.55 5.19 -0.19
H -1.86 6.08 -5.09
H -3.45 6.84 -4.75
H -3.20 5.48 -5.92
H -3.98 4.54 -3.57
H -2.48 3.91 -3.89
H -4.24 3.98 -0.71
H -3.21 2.80 0.08
H -3.71 2.46 -1.48
C 2.56 0.72 -3.59
C 1.86 0.44 -4.93
O 2.27 -0.84 -5.40
S 1.32 -1.66 -6.47
C 1.51 -0.53 -7.91
O 1.90 -2.92 -6.82
O -0.01 -1.64 -5.93
H 2.39 -0.17 -2.99
H 2.15 1.57 -3.04
H 3.62 0.94 -3.75
H 0.79 0.50 -4.73
H 2.13 1.25 -5.61
H 2.46 -0.88 -8.33
H 1.50 0.51 -7.58
H 0.72 -0.90 -8.56
C -4.23 -0.39 -7.88
C -3.59 -0.35 -6.48
O -2.59 0.59 -6.66
S -2.38 1.67 -5.40
C -2.05 0.56 -3.89
O -1.14 2.42 -5.60
O -3.70 2.30 -5.15
H -5.19 -0.89 -7.85
H -3.49 -0.86 -8.53
H -4.49 0.60 -8.26
H -4.38 -0.09 -5.78
H -3.33 -1.34 -6.10
H -1.33 -0.17 -4.25
H -3.04 0.19 -3.63
H -1.61 1.09 -3.04
C 5.19 -1.82 -1.55
C 4.29 -2.84 -0.97
O 3.62 -3.48 -1.97
S 2.31 -4.39 -1.48
C 1.46 -4.05 -3.08
O 2.71 -5.77 -1.53
O 1.67 -3.83 -0.23
H 5.82 -2.20 -2.35
H 5.81 -1.42 -0.74
H 4.54 -1.03 -1.94
H 4.94 -3.53 -0.43
H 3.59 -2.32 -0.31
H 1.40 -2.98 -3.30
H 0.44 -4.41 -2.95
H 2.01 -4.62 -3.83
C -1.88 0.94 6.79
C -1.68 1.41 5.30
C -2.57 0.42 4.48
O -2.59 -0.72 5.29
C -1.97 -0.55 6.51
H -2.81 1.36 7.17
H -1.07 1.14 7.49
H -0.66 1.20 4.99
H -1.95 2.43 4.99
H -2.23 0.27 3.45
H -3.58 0.83 4.52
H -0.95 -0.92 6.55
H -2.61 -0.92 7.31
C 1.49 5.34 2.47
C 2.00 4.37 3.55
C 0.70 3.90 4.28
O -0.39 4.52 3.59
C 0.01 4.97 2.29
H 2.04 5.26 1.52
H 1.60 6.33 2.90
H 2.75 4.71 4.26
H 2.59 3.51 3.23
H 0.76 4.18 5.33
H 0.71 2.83 4.06
H -0.59 5.82 1.98
H -0.22 4.22 1.53
C 0.90 -0.73 -0.65
C 0.91 0.78 -0.44
C 0.70 1.04 1.09
O -0.37 0.10 1.19
C -0.11 -1.08 0.46
H 1.85 -1.25 -0.52
H 0.56 -1.15 -1.60
H 0.21 1.37 -1.03
H 1.80 1.18 -0.92
H 0.48 2.10 1.20
H 1.54 0.82 1.75
H -1.04 -1.52 0.13
H 0.35 -1.75 1.18
C 2.95 -1.53 3.06
C 3.25 -2.95 3.32
C 4.76 -3.09 3.05
O 5.22 -1.95 2.43
C 4.35 -0.95 2.92
H 2.30 -1.14 3.83
H 2.44 -1.53 2.09
H 2.72 -3.73 2.77
H 3.15 -3.27 4.36
H 5.03 -3.96 2.45
H 5.26 -3.15 4.02
H 4.26 -0.02 2.36
H 4.78 -0.47 3.80
*
```

***

Entry 7:
The following is a DFT calculation (wB97M-V/def2-TZVPD) of a cluster of 9 separate species, C24H49O38PS11 in total at a distorted geometry.

**Structure (SMILES)**: C[C@H](COC(=O)CS[PH3]C[SH](=O)=O)OC(=O)CS.O=S1(=O)OCCO1.O=S1(=O)OCCO1.O=S1(=O)OCCO1.O=S1(=O)OCCO1.O=S1(=O)OCCO1.O=S1(=O)OCCO1.O=S1(=O)OCCO1.O=S1(=O)OCCO1
**E**: -8524.1317 a.u.
**Largest force on an atom**: 3.17 eV/Å
**LUMO energy**: 0.0061 Ha
**Kohn-Sham gap**: 8.82 eV
**E_HOMO**: -8.65 eV

The geometry in ORCA input format:
```
! RIJCOSX wB97M-V def2-TZVPD def2/J DEFGRID3
* xyz 0 1
C 3.13 -4.09 -3.43
C 1.63 -3.94 -3.82
C 1.10 -2.67 -3.17
O -0.17 -2.22 -3.67
C -0.13 -1.91 -4.99
O 0.78 -1.32 -5.50
C -1.31 -2.40 -5.80
S -2.88 -1.83 -5.04
P -3.74 -3.72 -4.30
C -4.39 -5.40 -3.55
S -2.95 -6.25 -3.01
O -1.96 -6.15 -4.06
O -3.23 -7.63 -2.70
O 0.79 -5.03 -3.35
C 1.32 -6.26 -3.53
O 1.31 -7.05 -2.61
C 1.89 -6.73 -4.86
S 1.04 -6.05 -6.32
H 3.68 -4.46 -4.30
H 3.31 -4.77 -2.59
H 3.52 -3.09 -3.24
H 1.58 -3.91 -4.91
H 0.93 -2.92 -2.11
H 1.82 -1.85 -3.18
H -1.29 -3.50 -5.72
H -1.27 -2.05 -6.83
H -2.96 -3.56 -3.14
H -5.04 -3.16 -4.23
H -3.23 -4.44 -5.40
H -4.91 -5.99 -4.31
H -5.09 -5.24 -2.72
H -2.46 -5.58 -1.92
H 1.76 -7.81 -4.87
H 2.97 -6.55 -4.84
H 2.02 -6.11 -7.24
O 5.97 -0.10 -1.86
S 4.59 -0.09 -2.18
O 3.69 -1.05 -1.64
O 4.45 -0.11 -3.78
C 3.70 1.03 -4.21
C 3.97 2.09 -3.17
O 4.01 1.38 -1.92
H 2.64 0.76 -4.24
H 4.01 1.34 -5.21
H 3.21 2.86 -3.14
H 4.95 2.56 -3.32
O 3.25 2.98 -0.77
S 3.55 3.27 0.58
O 4.78 2.89 1.18
O 2.36 2.74 1.50
C 1.82 3.82 2.28
C 2.05 5.05 1.44
O 3.34 4.84 0.84
H 2.37 3.87 3.22
H 0.76 3.65 2.48
H 2.04 5.96 2.03
H 1.31 5.14 0.64
O -2.16 4.28 6.28
S -0.83 4.29 5.77
O -0.49 4.98 4.57
O -0.33 2.78 5.66
C 0.87 2.60 6.43
C 0.76 3.62 7.55
O 0.16 4.76 6.92
H 1.73 2.81 5.79
H 0.94 1.58 6.80
H 1.72 3.87 7.98
H 0.09 3.27 8.34
O 5.66 5.22 6.59
S 5.06 3.94 6.45
O 3.89 3.58 7.16
O 6.19 2.83 6.70
C 6.30 1.97 5.56
C 5.89 2.84 4.39
O 4.81 3.65 4.90
H 5.61 1.14 5.69
H 7.31 1.59 5.46
H 5.55 2.26 3.53
H 6.70 3.50 4.08
O -6.38 -1.33 -3.63
S -7.54 -1.94 -4.17
O -7.99 -3.21 -3.75
O -7.40 -1.94 -5.77
C -8.50 -1.25 -6.36
C -8.92 -0.23 -5.33
O -8.76 -0.90 -4.07
H -9.30 -1.97 -6.55
H -8.20 -0.79 -7.30
H -9.94 0.11 -5.45
H -8.25 0.64 -5.33
O -0.33 -4.96 2.64
S -0.95 -6.23 2.52
O -2.05 -6.61 3.34
O 0.20 -7.35 2.63
C 0.19 -8.17 1.45
C -0.32 -7.27 0.36
O -1.34 -6.48 0.99
H -0.48 -9.01 1.63
H 1.19 -8.54 1.25
H -0.73 -7.82 -0.49
H 0.45 -6.59 -0.01
O -7.80 2.84 8.68
S -7.02 2.02 7.82
O -7.55 0.87 7.19
O -5.68 1.62 8.61
C -4.52 2.04 7.88
C -4.99 3.26 7.11
O -6.33 2.94 6.71
H -4.23 1.24 7.20
H -3.70 2.27 8.55
H -4.37 3.47 6.24
H -5.03 4.14 7.75
O 0.55 8.86 -2.03
S 1.50 7.98 -1.46
O 1.28 6.58 -1.36
O 1.90 8.54 -0.01
C 3.31 8.77 0.05
C 3.72 9.09 -1.37
O 2.91 8.21 -2.17
H 3.79 7.86 0.41
H 3.53 9.59 0.74
H 4.77 8.91 -1.56
H 3.47 10.12 -1.64
*
```

***

Entry 8:
The following is a DFT calculation (wB97M-V/def2-TZVPD) of a structure of composition C15H16AlN2O6PS.

**E**: -2124.4019 a.u.
**Largest force on an atom**: 0.46 eV/Å
**LUMO energy (alpha / beta)**: 0.0966 / 0.0965 Ha
**Kohn-Sham gap (alpha / beta)**: 4.32 / 8.03 eV
**E_HOMO (alpha / beta)**: -1.70 / -5.40 eV
**Expectation value of S²**: 0.7612

The geometry in ORCA input format:
```
! RIJCOSX wB97M-V def2-TZVPD def2/J DEFGRID3
* xyz -1 2
Al 0.37 -0.29 0.06
O -3.80 2.70 3.02
C -2.84 2.04 2.28
C -2.21 2.63 1.22
C -1.24 1.88 0.50
N -1.02 0.60 0.92
C -1.63 0.03 1.95
C -2.57 0.69 2.69
C -1.13 -1.41 2.11
O -1.61 -2.16 2.94
O -0.19 -1.71 1.25
C -0.40 2.23 -0.63
O -0.39 3.34 -1.17
O 0.41 1.22 -1.02
H -3.90 3.58 2.66
H -2.43 3.65 0.93
H -3.09 0.24 3.53
O 1.81 0.19 1.22
N 3.01 0.33 0.68
C 3.86 1.19 1.28
C 5.13 1.38 0.82
C 5.54 0.65 -0.30
C 4.66 -0.21 -0.91
C 3.36 -0.40 -0.43
S 2.20 -1.45 -1.10
H 3.42 1.70 2.13
H 5.78 2.08 1.33
H 6.54 0.77 -0.70
H 4.95 -0.78 -1.78
C -0.96 -3.31 -1.60
P -1.19 -1.51 -1.52
C -2.92 -1.34 -0.96
C -1.27 -1.00 -3.26
H -1.73 -3.80 -2.19
H -0.97 -3.70 -0.58
H 0.02 -3.53 -2.03
H -3.60 -1.89 -1.61
H -3.19 -0.28 -0.94
H -3.00 -1.72 0.06
H -2.03 -1.55 -3.82
H -0.29 -1.16 -3.72
H -1.48 0.07 -3.31
*
```

***

Entry 9:
The following is a DFT calculation (wB97M-V/def2-TZVPD) of a cluster of 2 separate species, C14H16O2 in total at a distorted geometry.

**Structure (SMILES)**: Cc1ccc(O)cc1.Cc1ccc(O)cc1
**E**: -693.5150 a.u.
**Largest force on an atom**: 1.73 eV/Å
**LUMO energy**: 0.0273 Ha
**Kohn-Sham gap**: 8.94 eV
**E_HOMO**: -8.20 eV
**Energy above the lowest of the compared OMol25 structures with the same formula, charge and spin**: 109.0 kJ/mol

The geometry in ORCA input format:
```
! RIJCOSX wB97M-V def2-TZVPD def2/J DEFGRID3
* xyz 0 1
C -0.58 -3.06 -2.10
C -1.43 -2.74 -0.90
C -0.76 -2.36 0.29
C -1.45 -1.70 1.28
C -2.85 -1.58 1.22
O -3.38 -1.01 2.34
C -3.52 -2.14 0.16
C -2.81 -2.74 -0.90
H 0.02 -2.18 -2.36
H -1.11 -3.51 -2.95
H 0.15 -3.82 -1.80
H 0.33 -2.45 0.33
H -0.94 -1.06 1.99
H -4.21 -0.56 2.19
H -4.61 -2.11 0.18
H -3.40 -3.33 -1.59
C 1.84 4.86 0.66
C 1.99 3.46 0.12
C 0.83 2.68 0.07
C 0.96 1.32 -0.14
C 2.20 0.76 -0.43
O 2.11 -0.58 -0.67
C 3.34 1.55 -0.50
C 3.21 2.95 -0.32
H 2.82 5.34 0.79
H 1.37 4.66 1.65
H 1.22 5.55 0.09
H -0.16 3.14 0.01
H 0.13 0.64 0.11
H 2.87 -0.99 -1.07
H 4.27 1.21 -0.92
H 4.08 3.58 -0.41
*
```